{
  "formula": "C31H50O3P2W",
  "method": "wB97M-V/def2-TZVPD",
  "charge": 2,
  "multiplicity": 3,
  "lumo_energy_ev": [-6.02, -9.08],
  "s_squared": 2.03,
  "symbols": ["W", "P", "P", "O", "O", "O", "C", "C", "C", "C", "C", "C", "C", "C", "C", "C", "C", "C", "C", "C", "C", "C", "C", "C", "C", "C", "C", "C", "C", "C", "C", "C", "C", "C", "C", "C", "C", "H", "H", "H", "H", "H", "H", "H", "H", "H", "H", "H", "H", "H", "H", "H", "H", "H", "H", "H", "H", "H", "H", "H", "H", "H", "H", "H", "H", "H", "H", "H", "H", "H", "H", "H", "H", "H", "H", "H", "H", "H", "H", "H", "H", "H", "H", "H", "H", "H", "H"],
  "xyz": [[2.32007, -0.41035, 0.54967], [-0.79046, 0.93243, -3.14779], [0.04560, 1.93202, 2.28620], [-6.66522, 0.80190, -2.44514], [-4.36290, 1.42305, -1.92544], [-3.20430, 0.28836, -0.35757], [2.07963, -2.52059, 3.13739], [2.45861, 1.33899, -0.48312], [3.21764, 2.49018, 0.16222], [1.90284, -2.50043, -2.03016], [1.57314, -2.27310, -0.59520], [3.28571, 0.68874, 1.96336], [4.74956, 0.25491, -1.00771], [0.38688, 3.72256, 2.28427], [-4.25545, 0.53558, -0.99600], [-1.38506, 2.50680, -2.40296], [-1.73079, 1.72811, 1.97814], [2.43306, -2.60382, 0.52101], [0.48895, 1.60294, -4.28811], [3.23925, 0.27641, -1.13886], [-0.97285, -1.84930, -0.88186], [-2.11582, 0.41864, -4.29125], [3.77740, -3.25946, 0.42028], [0.28009, -1.92283, -0.08056], [-5.48302, -0.27289, -0.67650], [1.66801, -2.33809, 1.72073], [5.23397, -0.06099, 0.42728], [-0.77912, -1.76860, 2.29815], [-7.77972, -0.93286, -1.24825], [-5.47832, -1.25667, 0.32128], [4.13058, -0.39126, 1.42049], [-6.60122, -2.06419, 0.54816], [0.23391, 1.47032, 4.04608], [-7.74566, -1.89350, -0.24743], [0.35378, -1.92495, 1.33511], [3.64996, 2.12368, 1.59971], [-6.65279, -0.10391, -1.47838], [-2.14972, 1.09697, 2.77427], [5.86185, -0.95730, 0.35775], [0.93851, 0.75798, -4.83196], [2.89964, 0.58560, 2.98394], [-1.23193, -2.74338, 2.54791], [-1.90521, 1.22588, 1.01108], [0.21442, 2.37430, 4.67060], [-1.89518, -0.63253, -4.55221], [-0.56962, 0.78251, 4.34119], [4.38289, -1.18056, 2.12687], [-6.56429, -2.82433, 1.32898], [-0.80079, -1.62469, -1.94663], [-3.08601, 0.45156, -3.77055], [-0.75102, 2.68847, -1.51876], [5.20515, 1.19969, -1.34621], [-1.50656, -2.81761, -0.83076], [1.61013, -3.50975, -2.35101], [3.06422, -2.98940, 3.20722], [-4.56888, -1.37476, 0.90394], [1.20162, 0.96130, 4.16889], [3.63830, -4.33570, 0.25431], [-1.58008, -1.13846, 1.89738], [-1.27462, 3.35169, -3.10068], [2.60295, 3.40377, 0.17197], [-5.68649, 1.25788, -2.37434], [1.35207, -3.16559, 3.65203], [2.86441, 0.01854, -2.13320], [1.50097, 1.61416, -0.94221], [-8.61644, -2.53054, -0.09294], [-2.43060, 2.39484, -2.06853], [4.38110, -2.87990, -0.41393], [-0.07640, 4.18983, 3.16256], [2.09750, -1.55735, 3.67334], [4.73545, 2.26807, 1.68285], [-0.44795, -1.33866, 3.25032], [4.11179, 2.74433, -0.42271], [2.97521, -2.39031, -2.20019], [5.85611, 0.77232, 0.78215], [-2.13830, 1.03093, -5.20703], [1.36987, -1.77615, -2.65725], [5.11935, -0.52804, -1.68293], [-0.01733, 4.14691, 1.35201], [-2.22575, 2.70807, 1.96014], [-8.64665, -0.80391, -1.89460], [-1.66581, -1.08382, -0.49932], [1.47487, 3.87623, 2.30225], [4.35143, -3.14041, 1.34238], [3.18070, 2.82448, 2.30531], [1.27709, 2.07367, -3.67788], [0.06214, 2.33534, -4.99304]],
  "atomic_forces_ev_per_a": [[-6.362, 1.321, 1.514], [-1.206, 3.279, -2.167], [0.934, -1.303, -0.620], [-0.162, -1.542, 1.654], [-0.500, -0.798, 0.382], [-1.361, 0.261, -1.006], [0.026, -0.046, 0.520], [0.673, 1.497, -1.076], [-0.118, 0.415, 0.275], [-0.062, -0.204, -0.225], [0.138, -1.241, 0.400], [1.421, 0.699, 1.020], [0.327, -0.210, -0.272], [-0.060, 0.030, -0.180], [1.663, 0.381, 0.499], [0.048, -0.611, 1.367], [-0.397, 0.130, -0.257], [-0.072, -0.887, -0.200], [1.081, -1.141, 0.633], [-0.362, 0.672, -2.067], [-0.621, 0.532, -0.004], [-0.126, -1.455, 0.613], [-0.017, -0.632, -0.058], [1.215, 0.265, -0.394], [0.329, -1.064, 1.017], [-0.369, -0.320, -0.679], [0.543, -0.371, -0.275], [-0.289, 0.350, 0.178], [-0.720, -0.822, 0.365], [0.456, 1.207, -0.917], [1.410, 0.055, 1.656], [0.062, 0.107, -0.045], [0.241, 0.072, 0.112], [-0.545, 0.386, -0.732], [0.972, -0.453, 0.235], [-0.066, 0.553, 0.016], [0.117, 1.354, -1.373], [-0.062, 0.301, -0.256], [0.086, 0.351, 0.165], [-0.041, 0.428, -0.050], [0.346, -0.324, -0.210], [0.298, 0.168, -0.231], [0.043, 0.346, 0.505], [-0.039, -0.384, 0.034], [-0.308, 0.393, -0.228], [0.269, 0.237, 0.011], [0.037, 0.039, -0.137], [-0.115, 0.201, -0.239], [0.113, -0.223, 0.264], [0.385, 0.071, -0.136], [-0.276, 0.208, -0.221], [-0.302, -0.278, -0.051], [0.308, 0.321, -0.075], [0.029, 0.209, 0.056], [-0.148, 0.108, 0.088], [-0.162, 0.018, -0.097], [-0.320, 0.210, 0.210], [0.151, 0.132, 0.055], [0.163, -0.063, 0.011], [0.135, -0.537, -0.070], [0.103, -0.330, -0.024], [0.334, 0.070, 0.059], [0.285, 0.123, -0.070], [0.197, -0.257, 0.164], [0.255, -0.111, -0.221], [0.237, 0.196, -0.028], [0.419, -0.056, -0.146], [-0.207, -0.003, 0.208], [0.080, 0.081, -0.296], [0.084, -0.365, -0.029], [-0.243, 0.016, 0.268], [-0.009, -0.047, -0.218], [-0.296, -0.037, -0.046], [-0.131, -0.016, -0.087], [-0.115, -0.370, 0.157], [0.293, -0.032, 0.452], [0.164, -0.144, -0.061], [-0.029, 0.231, 0.117], [0.157, 0.029, 0.369], [-0.111, -0.295, 0.114], [0.152, -0.030, 0.216], [0.215, -0.308, -0.120], [-0.437, 0.096, 0.051], [-0.060, -0.034, -0.171], [0.237, -0.366, -0.067], [-0.231, -0.078, -0.311], [-0.174, -0.358, 0.416]]
}